(P)
Entry from the Open Molecules 2025 dataset: an isolated molecule of C8H15N3 (ωB97M-V with the def2-TZVPD basis set).

SMILES: Cc1nc[nH]c1CCN(C)C
LUMO level (eV): 0.77
Molar mass (Da): 153.2

Cartesian coordinates (Å):
C -2.657 -0.866 -0.271
C -1.284 -0.307 1.611
C -1.239 1.124 -0.380
C -0.174 0.510 -1.353
C 1.052 -0.137 -0.687
C 2.289 -1.795 0.085
C 2.112 0.357 0.035
C 2.379 1.805 0.362
H -3.249 -0.467 -1.133
H -1.935 -1.638 -0.665
H -3.399 -1.335 0.379
H -0.643 0.506 2.068
H -2.063 -0.650 2.332
H -0.647 -1.151 1.374
H -0.704 1.765 0.341
H -1.916 1.688 -1.029
H -0.586 -0.270 -1.970
H 0.164 1.348 -1.993
H 0.587 -2.169 -1.123
H 2.569 -2.814 0.384
H 1.910 2.501 -0.363
H 1.891 2.037 1.332
H 3.468 1.932 0.390
N -1.992 0.183 0.431
N 1.203 -1.502 -0.639
N 2.863 -0.651 0.484

---

(Q)
Entry from the Open Molecules 2025 dataset: an isolated molecule of C8H15N3 (ωB97M-V with the def2-TZVPD basis set).

LUMO level (spin up / spin down) (eV): 0.40 / 0.40
Molar mass (Da): 153.2

Cartesian coordinates (Å):
C 0.337 1.959 0.422
C -0.868 1.394 0.566
C 1.514 1.313 -0.317
C -1.428 0.320 -0.195
C 2.154 0.058 0.390
C 1.236 -1.012 0.256
C 3.459 -0.378 -0.271
C -3.050 -1.296 -0.666
N 0.781 -1.689 1.201
N -3.445 0.647 0.778
N -2.683 -0.041 -0.020
H 0.698 2.828 0.990
H -1.758 1.926 1.086
H 1.139 0.954 -1.261
H 2.162 2.025 -0.586
H -0.727 -0.209 -0.928
H 2.296 0.339 1.433
H 0.935 -1.175 -0.810
H 3.333 -0.885 -1.261
H 3.967 -0.991 0.503
H 4.067 0.501 -0.401
H -4.126 -1.417 -0.588
H -2.901 -1.382 -1.708
H -2.586 -2.162 -0.138
H -0.062 -2.218 0.936
H -4.444 0.590 0.590

---

Energy ordering: (P) at the bottom, the next structure 96.2 kcal/mol above.